Below is 2 unconnected molecules or ions with the total composition C2H7OS at a distorted geometry, with properties calculated with ωB97M-V/def2-TZVPD.

Element x y z (Å)
1 O -0.3968 -1.2485 2.4970
2 H -1.0811 -0.6157 2.8414
3 C 0.6508 0.3666 0.6537
4 S -0.1890 -0.1935 -0.6737
5 C 0.1329 1.1480 -2.0932
6 H 0.3593 1.1661 1.3369
7 H 1.6849 0.1051 0.8159
8 H -0.0495 -0.6898 1.5937
9 H 0.0722 0.6250 -3.0613
10 H -0.6333 1.9114 -2.0928
11 H 1.1429 1.4943 -1.9939

## Properties
Lowest unoccupied orbital energy ... 4.08 eV
Total charge ... -1
Frontier orbital gap ... 6.24 eV
Maximum force ... 2.43 eV/Å
E_tot ... -553.77833 Ha

---

Below is 2 unconnected molecules or ions with the total composition C2H7OS at a distorted geometry, with properties calculated with ωB97M-V/def2-TZVPD.

Element x y z (Å)
1 C 0.0428 -1.6508 -2.3118
2 S 1.2608 -1.5601 -0.9722
3 H -0.1646 -0.6602 -2.7136
4 H -0.9485 -1.8391 -1.8793
5 H 0.2789 -2.3872 -3.0726
6 H -1.0461 0.4060 0.9404
7 C 0.1628 1.5904 2.0076
8 O -1.0403 0.8897 1.7703
9 H 0.0515 2.0246 2.9976
10 H 0.3992 2.3045 1.2234
11 H 1.0037 0.8821 2.0102

## Properties
Lowest unoccupied orbital energy ... 3.90 eV
Total charge ... -1
Frontier orbital gap ... 6.03 eV
Maximum force ... 1.39 eV/Å
E_tot ... -553.82350 Ha

---

Below is 2 unconnected molecules or ions with the total composition C2H7OS at a distorted geometry, with properties calculated with ωB97M-V/def2-TZVPD.

Element x y z (Å)
1 S 2.1531 2.3264 0.8124
2 H 1.9118 3.6975 1.2013
3 C -0.4403 -0.1492 -0.0791
4 O 0.7982 -0.3390 0.4549
5 C -0.9504 -1.3898 -0.5473
6 H -0.9749 0.2060 0.7910
7 H -0.3747 0.6048 -0.9225
8 H 1.5279 0.3467 0.4176
9 H -1.2232 -2.0968 0.2560
10 H -1.8908 -1.1119 -1.1599
11 H -0.5366 -2.0947 -1.2244

## Properties
Lowest unoccupied orbital energy ... 3.89 eV
Total charge ... -1
Frontier orbital gap ... 6.70 eV
Maximum force ... 5.55 eV/Å
E_tot ... -553.81099 Ha

---

Below is 2 unconnected molecules or ions with the total composition C2H7OS at a distorted geometry, with properties calculated with ωB97M-V/def2-TZVPD.

Element x y z (Å)
1 C 1.4543 0.3451 -0.0459
2 S 2.9818 0.7069 -0.8857
3 H 1.5283 -0.5241 0.6259
4 H 1.0461 1.0374 0.7661
5 H 0.6450 0.2804 -0.8002
6 H 3.4700 1.6699 -0.1488
7 C -2.2031 -0.7453 0.1161
8 O -1.2769 -0.0785 -0.6712
9 H -1.7730 -1.5290 0.8396
10 H -2.7368 0.1095 0.7500
11 H -3.1357 -1.2724 -0.5458

## Properties
Multiplicity ... 2
Lowest unoccupied orbital energy (spin up / spin down) ... 0.81 / -1.95 eV
Total charge ... 0
Frontier orbital gap (spin up / spin down) ... 9.64 / 6.87 eV
Maximum force ... 3.34 eV/Å
E_tot ... -553.68315 Ha

---

Below is 2 unconnected molecules or ions with the total composition C2H7OS at a distorted geometry, with properties calculated with ωB97M-V/def2-TZVPD.

Element x y z (Å)
1 O 0.8801 -0.2075 3.0268
2 H 0.7288 0.6890 3.3285
3 C -0.4349 0.9533 0.2160
4 S -0.4865 -0.4942 -0.6834
5 C 0.2243 -0.0072 -2.2670
6 H -1.2692 1.4796 0.6625
7 H 0.4940 1.5199 0.1863
8 H 0.4478 -0.2783 2.1675
9 H -0.0248 -0.8211 -2.9178
10 H -0.1844 0.9007 -2.6864
11 H 1.3117 -0.1053 -2.2660

## Properties
Multiplicity ... 2
Lowest unoccupied orbital energy (spin up / spin down) ... 0.95 / -0.54 eV
Total charge ... 0
Frontier orbital gap (spin up / spin down) ... 9.03 / 8.98 eV
Maximum force ... 1.18 eV/Å
E_tot ... -553.74671 Ha

---

Below is 3 unconnected molecules or ions with the total composition C2H7OS2 at a distorted geometry, with properties calculated with ωB97M-V/def2-TZVPD.

Element x y z (Å)
1 C 0.1532 1.2560 -1.5224
2 O -0.0270 2.2703 -2.1166
3 H -0.3182 0.2909 -1.7731
4 H 1.1666 2.6863 1.5992
5 H 0.8883 1.1835 -0.7079
6 C -0.9114 -1.6639 0.7302
7 S 0.2406 -2.7714 -0.0897
8 S 1.8888 -1.7104 -0.2754
9 H -0.4213 -0.7703 1.1021
10 H -1.7092 -1.3925 0.0514
11 H -1.3833 -2.1610 1.5942
12 H 0.4327 2.7825 1.4077

## Properties
Multiplicity ... 2
Lowest unoccupied orbital energy (spin up / spin down) ... 0.46 / -1.86 eV
Total charge ... 0
Frontier orbital gap (spin up / spin down) ... 9.35 / 7.53 eV
Maximum force ... 1.03 eV/Å
E_tot ... -951.92305 Ha

---

Below is 2 unconnected molecules or ions with the total composition C2H7PS3 at a distorted geometry, with properties calculated with ωB97M-V/def2-TZVPD.

Element x y z (Å)
1 C 1.6363 -0.4100 1.3040
2 C 2.1680 -0.0964 0.1533
3 P -1.9310 -0.2410 -0.2624
4 S -0.7217 -0.9386 -1.8832
5 S -1.1347 1.6158 0.3311
6 S -2.2916 -1.5892 1.0586
7 H 1.2506 0.2049 2.1131
8 H 1.7250 -1.4657 1.6117
9 H -2.8710 0.3117 -1.0073
10 H 2.2945 0.9206 -0.1525
11 H 2.4698 -0.7842 -0.5679
12 H -0.3967 0.1675 -2.6368
13 H -2.1976 2.3045 -0.0616

## Properties
Lowest unoccupied orbital energy ... 0.22 eV
Total charge ... 0
Frontier orbital gap ... 9.62 eV
Maximum force ... 2.54 eV/Å
E_tot ... -1616.28770 Ha
SMILES string ... S=[PH](S)S.C=C

---

Below is C2H7PSi in the gas phase at a distorted geometry, with properties calculated with ωB97M-V/def2-TZVPD.

Element x y z (Å)
1 C -1.3285 0.5450 -0.2760
2 C 0.4265 0.3627 -0.8961
3 Si 1.4848 -0.4144 0.4846
4 P -2.0048 -0.8211 0.4148
5 H -1.8268 1.4709 -0.1534
6 H 0.9680 1.2921 -1.0098
7 H 0.3026 -0.2977 -1.6903
8 H 1.4818 0.5119 1.6354
9 H 2.9355 -0.7477 -0.0163
10 H 0.7472 -1.5912 0.6089
11 H -3.1862 -0.3105 0.8982

## Properties
Lowest unoccupied orbital energy ... 0.27 eV
Total charge ... 0
Frontier orbital gap ... 9.81 eV
Maximum force ... 4.63 eV/Å
E_tot ... -711.11315 Ha
SMILES string ... [H]/P=C/C[SiH3]

---

Below is 2 unconnected molecules or ions with the total composition C2H7S, with properties calculated with ωB97M-V/def2-TZVPD.

Element x y z (Å)
1 C -1.4918 -0.9353 1.3451
2 H -0.6054 -0.3038 1.3164
3 H -2.3301 -0.3455 0.9837
4 H -1.6680 -1.2342 2.3775
5 H -1.3359 -1.8201 0.7362
6 C 1.3901 0.8638 -1.3348
7 S 2.9380 1.7980 -1.5493
8 H 0.7600 0.9487 -2.2230
9 H 1.5582 -0.2020 -1.1529
10 H 0.7849 1.2303 -0.4987

## Properties
Lowest unoccupied orbital energy ... 3.56 eV
Total charge ... -1
Frontier orbital gap ... 5.49 eV
Maximum force ... 0.38 eV/Å
E_tot ... -478.59191 Ha

---

Below is 2 unconnected molecules or ions with the total composition C2H7S, with properties calculated with ωB97M-V/def2-TZVPD.

Element x y z (Å)
1 S -0.2468 1.2196 -3.2346
2 H -0.6151 2.0931 -2.2852
3 C -0.2262 -0.0208 0.1344
4 C 0.4403 -0.8231 1.2421
5 H 0.4963 0.4102 -0.5551
6 H -0.9407 -0.6129 -0.4306
7 H -0.7645 0.8541 0.5147
8 H -0.2751 -1.2953 1.9227
9 H 1.0816 -0.1990 1.8699
10 H 1.0503 -1.6258 0.8218

## Properties
Lowest unoccupied orbital energy ... 3.90 eV
Total charge ... -1
Frontier orbital gap ... 6.26 eV
Maximum force ... 0.54 eV/Å
E_tot ... -478.60583 Ha

---

Below is 2 unconnected molecules or ions with the total composition C2H7S2 at a distorted geometry, with properties calculated with ωB97M-V/def2-TZVPD.

Element x y z (Å)
1 S -1.8142 0.5229 2.0895
2 H -1.7927 0.4019 3.4339
3 H -0.5915 -0.1920 1.8944
4 C 1.0072 0.2584 -1.4524
5 C -0.0522 -0.3455 -0.5330
6 S 0.6624 -1.2094 0.8728
7 H 1.6970 -0.5205 -1.8827
8 H 1.6465 0.9150 -0.8169
9 H 0.5612 0.7386 -2.3807
10 H -0.6863 -1.0612 -1.0335
11 H -0.6375 0.4917 -0.1914

## Properties
Lowest unoccupied orbital energy ... 3.77 eV
Total charge ... -1
Frontier orbital gap ... 6.63 eV
Maximum force ... 1.33 eV/Å
E_tot ... -876.79465 Ha

---

Below is 2 unconnected molecules or ions with the total composition C2H7S2 at a distorted geometry, with properties calculated with ωB97M-V/def2-TZVPD.

Element x y z (Å)
1 S 2.6891 3.0679 -1.1928
2 H 1.6882 3.2072 -0.3138
3 C -1.0847 -1.4338 0.6963
4 C -0.0135 -0.6894 -0.0747
5 S -0.6756 0.8078 -0.9322
6 H -1.7425 -0.6811 1.1393
7 H -1.7447 -1.9977 0.0188
8 H -0.7198 -2.1270 1.4524
9 H 0.4428 -1.2847 -0.8616
10 H 0.7333 -0.4905 0.7001
11 H 0.4275 1.6212 -0.6317

## Properties
Lowest unoccupied orbital energy ... 3.43 eV
Total charge ... -1
Frontier orbital gap ... 6.11 eV
Maximum force ... 1.61 eV/Å
E_tot ... -876.79125 Ha

---

Below is 2 unconnected molecules or ions with the total composition C2H7S3 at a distorted geometry, with properties calculated with ωB97M-V/def2-TZVPD.

Element x y z (Å)
1 C 1.6027 1.8643 0.5313
2 S 0.6296 2.5635 -0.8580
3 H 1.0193 1.0469 0.9335
4 H 1.7470 2.6916 1.2323
5 H 2.6196 1.5978 0.2422
6 C -1.7691 -1.1463 -1.1067
7 S -1.1966 -1.5719 0.6939
8 S 0.7978 -1.4632 0.4639
9 H -0.8678 -1.2284 -1.6995
10 H -2.4404 -1.9568 -1.3991
11 H -2.2101 -0.1679 -0.9596
12 H 0.1374 1.3659 -1.1303

## Properties
Lowest unoccupied orbital energy ... 3.38 eV
Total charge ... -1
Frontier orbital gap ... 5.53 eV
Maximum force ... 2.40 eV/Å
E_tot ... -1274.98626 Ha

---

Below is 2 unconnected molecules or ions with the total composition C2H8 at a distorted geometry, with properties calculated with ωB97M-V/def2-TZVPD.

Element x y z (Å)
1 C -0.3186 -4.1382 4.7872
2 H -0.5298 -5.0792 5.2881
3 H 0.6520 -3.7653 5.0694
4 H -1.1475 -3.5164 5.1253
5 H -0.4330 -4.2800 3.7166
6 C 0.3295 4.1361 -4.7836
7 H -0.0027 4.9323 -4.1192
8 H -0.5723 3.5935 -5.0640
9 H 1.0580 3.4772 -4.3212
10 H 0.7938 4.5799 -5.6633

## Properties
Lowest unoccupied orbital energy ... 1.34 eV
Total charge ... 0
Frontier orbital gap ... 14.37 eV
Maximum force ... 1.18 eV/Å
E_tot ... -80.97964 Ha
SMILES string ... C.C

---

Below is 2 unconnected molecules or ions with the total composition C2H8BNO3 at a distorted geometry, with properties calculated with ωB97M-V/def2-TZVPD.

Element x y z (Å)
1 B 0.5713 -0.0907 0.1536
2 C -0.1060 2.2272 -0.0342
3 C -2.0265 -1.7164 0.1728
4 N 2.6843 -0.7240 -0.0424
5 O 0.8896 1.1704 -0.0196
6 O -1.5267 -0.4821 0.1669
7 O 1.3110 -1.1478 0.1626
8 H -0.2123 2.7696 1.0244
9 H -1.0239 1.8383 -0.1853
10 H 0.2728 2.9918 -0.8562
11 H -3.1340 -1.5396 -0.1449
12 H -1.7906 -2.4336 1.0626
13 H -1.6032 -2.4059 -0.7355
14 H 2.9595 0.1280 0.3255
15 H 2.7348 -0.5851 -1.0504

## Properties
Lowest unoccupied orbital energy ... 0.30 eV
Total charge ... 0
Frontier orbital gap ... 8.85 eV
Maximum force ... 5.80 eV/Å
E_tot ... -386.21755 Ha

---

Below is a molecular structure, C2H8CsO2 at a distorted geometry, with properties calculated with ωB97M-V/def2-TZVPD.

Element x y z (Å)
1 Cs -0.0818 0.1860 -1.8543
2 C 0.9479 1.3468 0.6086
3 O 1.2569 0.8479 -0.6482
4 H 0.0005 0.9483 0.9714
5 H 1.6674 0.9868 1.3440
6 H 0.8388 2.4290 0.6791
7 H 2.0683 1.2416 -0.9771
8 C -1.3145 -1.0991 0.1738
9 O -0.5051 -1.5103 -0.8632
10 H -2.3623 -1.2155 -0.1032
11 H -1.0330 -1.6872 1.0472
12 H -1.1739 -0.0333 0.3541
13 H -0.3093 -2.4409 -0.7323

## Properties
Lowest unoccupied orbital energy ... -3.28 eV
Total charge ... +1
Frontier orbital gap ... 10.61 eV
Maximum force ... 19.59 eV/Å
E_tot ... -251.09612 Ha

---

Below is 2 unconnected molecules or ions with the total composition C2H8FNSi, with properties calculated with ωB97M-V/def2-TZVPD.

Element x y z (Å)
1 C 1.0427 1.0415 0.4542
2 C 0.6919 -1.2237 -0.3235
3 N 1.4979 -0.0221 -0.4145
4 F -2.6380 -0.0840 0.7533
5 Si -2.8816 0.6497 -0.6990
6 H 1.0522 0.7769 1.5220
7 H 1.6778 1.9135 0.2978
8 H 0.0194 1.2988 0.1726
9 H -0.3331 -0.9743 -0.6007
10 H 1.0758 -1.9586 -1.0287
11 H 0.6743 -1.6720 0.6829
12 H -4.3504 0.5013 -0.5986
13 H 2.4711 -0.2470 -0.2180

## Properties
Lowest unoccupied orbital energy ... -0.76 eV
Total charge ... 0
Frontier orbital gap ... 7.90 eV
Maximum force ... 0.95 eV/Å
E_tot ... -525.07823 Ha

---

Below is a molecular structure, C2H8KO2 at a distorted geometry, with properties calculated with ωB97M-V/def2-TZVPD.

Element x y z (Å)
1 K 14.4207 18.5615 14.3816
2 C 14.9558 20.3832 11.4359
3 O 15.9240 20.0405 12.4797
4 H 15.4584 20.8377 10.5821
5 H 14.3010 19.5804 11.0972
6 H 14.2718 21.1810 11.7252
7 H 16.3234 20.8556 12.7924
8 C 11.9161 20.2573 16.1968
9 O 12.7266 20.5087 15.0313
10 H 11.2982 21.1449 16.3330
11 H 11.2056 19.4421 16.0594
12 H 12.4826 19.9016 17.0574
13 H 12.6697 21.4314 14.7725

## Properties
Multiplicity ... 2
Lowest unoccupied orbital energy (spin up / spin down) ... -7.58 / -15.06 eV
Total charge ... +2
Frontier orbital gap (spin up / spin down) ... 13.04 / 3.18 eV
Maximum force ... 2.99 eV/Å
E_tot ... -830.65042 Ha

---

Below is a gas-phase ion, C2H8N2 (charge -1) at a distorted geometry, with properties calculated with ωB97M-V/def2-TZVPD.

Element x y z (Å)
1 N 0.2864 -0.7601 1.7820
2 C 0.0336 0.2842 0.8213
3 C 0.1837 -0.0343 -0.6680
4 N -0.8291 0.6595 -1.4696
5 H 1.2537 -1.0628 1.8390
6 H -0.1726 -1.6286 1.5235
7 H 0.5853 1.1948 1.0764
8 H -0.9519 0.7423 0.9964
9 H 1.1940 0.2861 -0.9502
10 H 0.0425 -1.1058 -0.7833
11 H -0.3782 1.3929 -2.0161
12 H -1.2474 0.0318 -2.1514

## Properties
Multiplicity ... 2
Lowest unoccupied orbital energy (spin up / spin down) ... 4.67 / 4.70 eV
Total charge ... -1
Frontier orbital gap (spin up / spin down) ... 3.18 / 9.57 eV
Maximum force ... 1.63 eV/Å
E_tot ... -190.43248 Ha